[1]
Molecular formula: C47H112BO21
Method: DFT, ωB97M-V with the def2-TZVPD basis set

Structure (ORCA input):
```
! wB97M-V def2-TZVPD RIJCOSX def2/J DEFGRID3
* xyz -1 1
O 0.195 -2.539 -0.504
C 0.269 -1.360 -0.157
O 1.362 -0.712 0.303
B 0.995 0.676 0.581
O -0.433 0.824 0.213
C -0.905 -0.338 -0.163
O -2.058 -0.642 -0.466
O 1.871 1.654 -0.128
C 2.570 2.315 0.765
O 3.486 3.091 0.566
C 2.169 1.855 2.164
O 1.187 0.953 2.013
O 2.651 2.319 3.211
C -2.420 2.680 -2.383
C -3.814 2.299 -1.906
O -4.130 3.076 -0.805
C -5.250 2.663 -0.092
C -5.641 3.668 0.934
H -1.615 2.130 -1.896
H -2.396 2.505 -3.458
H -2.214 3.746 -2.285
H -4.528 2.445 -2.717
H -3.793 1.235 -1.672
H -6.083 2.520 -0.781
H -5.058 1.678 0.333
H -4.921 3.776 1.744
H -6.640 3.585 1.362
H -5.613 4.629 0.420
C -9.919 -1.676 0.047
C -8.765 -1.061 0.885
O -7.511 -1.671 0.586
C -6.466 -0.904 1.196
C -5.082 -1.499 0.882
H -9.729 -1.643 -1.026
H -10.110 -2.717 0.308
H -10.829 -1.161 0.355
H -8.816 0.014 0.711
H -9.037 -1.214 1.929
H -6.549 0.122 0.835
H -6.528 -0.796 2.279
H -4.260 -0.938 1.325
H -4.896 -1.519 -0.192
H -5.061 -2.510 1.288
C -5.155 -0.493 -5.388
C -4.320 -0.716 -4.083
O -3.356 -1.717 -4.507
C -2.625 -2.250 -3.471
C -1.977 -3.502 -4.010
H -5.872 0.326 -5.336
H -4.493 -0.330 -6.239
H -5.783 -1.368 -5.557
H -3.796 0.216 -3.870
H -4.923 -0.999 -3.220
H -1.850 -1.560 -3.138
H -3.182 -2.514 -2.573
H -2.760 -4.165 -4.376
H -1.299 -4.018 -3.331
H -1.284 -3.297 -4.827
C 0.402 6.987 -0.272
C 0.666 5.521 -0.700
O 1.090 5.540 -2.033
C 1.165 4.211 -2.545
C 1.153 4.340 -4.086
H -0.427 7.417 -0.833
H 0.170 7.045 0.792
H 1.318 7.569 -0.378
H 1.410 5.067 -0.045
H -0.316 5.061 -0.590
H 1.970 3.631 -2.093
H 0.218 3.724 -2.316
H 1.984 4.945 -4.450
H 0.222 4.788 -4.433
H 1.287 3.375 -4.575
C 2.173 -5.766 -0.424
C 3.504 -5.727 -1.129
O 4.451 -6.461 -0.346
C 5.510 -7.041 -1.148
C 6.311 -8.106 -0.328
H 2.154 -5.385 0.597
H 1.479 -5.097 -0.933
H 1.749 -6.770 -0.451
H 3.389 -6.090 -2.151
H 3.894 -4.714 -1.229
H 5.086 -7.492 -2.045
H 6.192 -6.270 -1.506
H 6.681 -7.695 0.611
H 7.192 -8.467 -0.859
H 5.775 -9.025 -0.092
C 4.354 0.151 -1.841
C 5.051 -0.053 -3.179
C 5.335 1.218 -3.984
O 6.275 -0.694 -2.928
H 4.224 -0.748 -1.240
H 3.361 0.576 -1.982
H 4.772 0.934 -1.208
H 4.351 -0.699 -3.709
H 5.928 1.022 -4.878
H 5.811 1.981 -3.368
H 4.404 1.582 -4.419
H 6.551 -0.925 -3.817
C -2.473 -4.227 -0.196
C -2.436 -5.203 0.977
C -1.170 -5.109 1.828
O -3.517 -4.988 1.825
H -3.299 -4.477 -0.863
H -1.583 -4.357 -0.812
H -2.560 -3.188 0.123
H -2.496 -6.252 0.687
H -1.034 -4.167 2.359
H -0.313 -5.305 1.184
H -1.179 -5.786 2.682
H -4.280 -5.149 1.265
C -2.166 -1.392 3.142
C -0.848 -1.339 3.884
C -0.792 -0.287 4.979
O -0.868 -2.594 4.509
H -2.271 -0.611 2.389
H -2.952 -1.239 3.881
H -2.450 -2.308 2.625
H -0.009 -1.269 3.192
H -1.385 -0.573 5.847
H -1.131 0.702 4.669
H 0.252 -0.213 5.282
H -0.337 -2.615 5.309
C -0.702 4.487 2.900
C -1.460 3.695 1.844
C -2.224 2.497 2.478
O -2.454 4.550 1.284
H 0.108 3.904 3.338
H -1.350 4.800 3.719
H -0.315 5.423 2.495
H -0.782 3.348 1.064
H -1.542 1.741 2.868
H -2.749 1.931 1.708
H -2.905 2.865 3.245
H -2.930 4.107 0.577
C 3.285 6.034 2.099
C 4.394 6.402 1.077
C 5.205 7.619 1.467
O 5.297 5.261 0.937
H 2.756 5.150 1.742
H 2.587 6.870 2.145
H 3.740 5.840 3.070
H 3.908 6.543 0.112
H 4.575 8.442 1.804
H 5.718 8.048 0.607
H 5.923 7.459 2.271
H 4.751 4.493 0.751
C 1.549 -1.937 -3.755
C 1.444 -1.088 -5.010
C 1.116 0.387 -4.658
O 2.664 -1.078 -5.745
H 1.936 -1.386 -2.897
H 2.227 -2.777 -3.909
H 0.567 -2.214 -3.373
H 0.652 -1.532 -5.613
H 0.194 0.397 -4.078
H 0.951 1.018 -5.531
H 1.725 0.807 -3.857
H 2.357 -0.777 -6.603
C 3.997 -2.574 1.168
C 3.356 -2.168 2.487
C 2.408 -3.301 2.972
O 4.398 -2.081 3.471
H 3.247 -2.709 0.388
H 4.574 -3.487 1.309
H 4.626 -1.765 0.797
H 2.915 -1.172 2.440
H 1.793 -2.974 3.811
H 2.931 -4.191 3.323
H 1.686 -3.589 2.208
H 5.037 -1.459 3.116
C 2.555 0.990 6.349
C 3.436 0.020 5.614
O 4.182 -0.777 6.559
H 2.096 1.673 5.634
H 3.133 1.584 7.057
H 1.723 0.526 6.878
H 4.013 0.483 4.813
H 2.820 -0.720 5.104
H 4.881 -0.317 7.030
*
```

Summary:
Highest occupied orbital energy in eV: -7.6
F_max in eV/A: 3.72
DFT total energy in Ha: -3463.0568
Kohn-Sham gap in eV: 9.67

Atomic partial charges in e from the Löwdin method, atoms 1 to 5:
1 O 0.109
2 C -0.305
3 O 0.211
4 B -0.909
5 O 0.218



[2]
Molecular formula: C47H112N10O15
Method: DFT, ωB97M-V with the def2-TZVPD basis set

Structure (ORCA input):
```
! wB97M-V def2-TZVPD RIJCOSX def2/J DEFGRID3
* xyz 0 1
C -0.629 0.052 -3.400
C -0.335 1.386 -4.112
C 0.431 2.244 -3.122
C 0.430 1.032 -5.419
C 0.772 2.163 -6.365
C -0.545 2.891 -6.742
C -1.441 3.244 -5.527
C -0.835 4.520 -4.865
C -2.823 3.419 -6.114
N -1.520 2.117 -4.575
O -2.445 2.305 -3.564
H -0.779 -0.836 -4.020
H 0.118 -0.340 -2.708
H -1.532 0.217 -2.808
H 1.233 1.702 -2.617
H 0.748 3.184 -3.564
H -0.248 2.414 -2.281
H 1.426 0.671 -5.147
H -0.159 0.250 -5.897
H 1.582 2.795 -6.004
H 1.111 1.665 -7.276
H -1.047 2.355 -7.549
H -0.476 3.885 -7.196
H 0.237 4.532 -5.052
H -1.123 4.690 -3.828
H -1.233 5.402 -5.377
H -2.883 4.250 -6.824
H -3.603 3.794 -5.445
H -3.187 2.504 -6.579
H -3.146 1.649 -3.634
C -4.229 3.951 -0.979
C -3.698 4.785 0.175
C -2.930 6.015 -0.425
C -4.835 5.345 1.019
C -5.467 4.307 1.907
C -4.487 3.514 2.737
C -3.192 3.003 1.999
C -2.214 2.783 3.155
C -3.595 1.713 1.241
N -2.764 4.140 1.120
O -1.453 4.056 0.569
H -3.446 3.617 -1.658
H -4.864 3.131 -0.634
H -5.022 4.498 -1.495
H -2.557 5.757 -1.418
H -3.587 6.881 -0.498
H -2.039 6.288 0.136
H -4.588 6.103 1.771
H -5.590 5.867 0.429
H -6.256 4.766 2.504
H -5.971 3.605 1.231
H -4.911 2.571 3.088
H -4.324 4.175 3.590
H -2.260 1.816 3.654
H -2.400 3.495 3.960
H -1.182 2.982 2.862
H -3.269 0.828 1.794
H -3.090 1.611 0.277
H -4.648 1.506 1.046
H -1.647 3.359 -0.077
C -4.298 -5.338 1.253
C -4.338 -6.153 -0.112
C -4.589 -7.630 0.181
C -5.590 -5.694 -0.937
C -5.431 -4.386 -1.668
C -4.175 -4.396 -2.547
C -2.928 -4.722 -1.705
C -1.809 -4.974 -2.766
C -2.436 -3.518 -0.868
N -3.062 -5.939 -0.855
O -1.863 -6.292 -0.185
H -3.341 -5.437 1.743
H -4.677 -4.332 1.075
H -5.064 -5.784 1.893
H -5.647 -7.816 0.376
H -4.451 -8.236 -0.717
H -3.997 -7.955 1.037
H -5.852 -6.477 -1.653
H -6.456 -5.688 -0.272
H -6.290 -4.343 -2.344
H -5.526 -3.525 -1.005
H -4.162 -3.396 -2.984
H -4.219 -5.068 -3.405
H -0.811 -4.931 -2.337
H -2.003 -4.260 -3.567
H -2.069 -5.940 -3.202
H -2.123 -2.799 -1.629
H -1.576 -3.763 -0.247
H -3.225 -3.019 -0.305
H -1.712 -7.187 -0.507
C 7.444 0.334 -2.253
C 7.206 1.557 -1.353
C 8.012 1.333 -0.058
C 7.740 2.806 -2.190
C 6.700 3.251 -3.244
C 5.371 3.515 -2.586
C 4.813 2.319 -1.882
C 3.644 2.903 -1.066
C 4.373 1.174 -2.840
N 5.796 1.811 -0.960
O 5.326 0.790 -0.104
H 8.494 0.249 -2.531
H 7.177 -0.535 -1.648
H 6.831 0.358 -3.150
H 7.924 2.131 0.679
H 7.469 0.525 0.434
H 9.013 0.980 -0.299
H 7.876 3.682 -1.553
H 8.696 2.520 -2.627
H 7.090 4.197 -3.629
H 6.635 2.564 -4.089
H 4.770 4.012 -3.350
H 5.569 4.315 -1.868
H 3.948 3.740 -0.438
H 3.265 2.157 -0.363
H 2.765 3.151 -1.661
H 3.375 1.238 -3.287
H 4.323 0.165 -2.431
H 5.042 1.233 -3.698
H 5.195 1.237 0.739
N -0.880 -5.070 2.300
C -0.901 -5.833 3.403
N -1.624 -6.958 3.189
O -0.201 -5.710 4.428
H -1.596 -5.199 1.604
H -0.344 -4.216 2.278
H -1.578 -7.786 3.755
H -2.042 -7.032 2.278
N 2.586 4.653 3.146
C 1.610 4.177 2.347
N 0.517 4.958 2.307
O 1.670 2.997 1.963
H 3.330 3.980 3.261
H 2.889 5.579 2.870
H 0.585 5.749 2.919
H -0.295 4.575 1.831
N 2.141 -2.792 4.000
C 2.727 -3.407 5.033
N 1.998 -4.416 5.521
O 3.743 -2.975 5.587
H 1.326 -3.053 3.484
H 2.535 -1.892 3.790
H 2.385 -4.920 6.300
H 1.071 -4.658 5.178
O -1.556 -3.611 6.116
C -2.462 -3.028 5.212
C -1.838 -2.007 4.305
O -0.615 -2.486 3.709
H -1.426 -4.514 5.803
H -2.800 -3.802 4.514
H -3.315 -2.571 5.719
H -1.550 -1.057 4.766
H -2.448 -1.795 3.424
H -0.302 -3.003 4.471
O 0.605 1.681 6.382
C 0.977 1.418 5.010
C 2.088 0.376 4.881
O 3.158 0.480 5.816
H -0.341 1.818 6.280
H 0.154 0.882 4.523
H 1.122 2.342 4.448
H 2.373 0.294 3.826
H 1.677 -0.614 5.085
H 3.105 1.369 6.181
O 0.441 -2.009 1.187
C 0.005 -1.162 0.152
C 0.619 0.216 0.418
O -0.188 0.766 1.459
H 0.110 -1.742 2.055
H 0.289 -1.611 -0.802
H -1.082 -1.090 0.045
H 0.434 0.772 -0.508
H 1.688 0.218 0.627
H 0.126 1.647 1.700
O 3.136 -3.236 -0.269
C 4.187 -2.306 -0.055
C 4.785 -2.321 1.356
O 5.496 -3.536 1.582
H 2.320 -2.893 0.108
H 4.994 -2.681 -0.686
H 3.794 -1.314 -0.282
H 4.144 -2.170 2.230
H 5.600 -1.609 1.516
H 5.100 -4.212 1.021
*
```

Summary:
Highest occupied orbital energy in eV: -8.2
F_max in eV/A: 3.13
DFT total energy in Ha: -3533.9154
Kohn-Sham gap in eV: 8.19
Energy above the lowest of the compared OMol25 structures with the same formula, charge and spin in eV: 0.000

Atomic partial charges in e from the Löwdin method, atoms 1 to 5:
1 C -0.024
2 C -0.485
3 C -0.034
4 C -0.135
5 C -0.165



DFT total energy of number 1 (C47H112BO21)?
-3463.0568 Ha